Record 1
The molecule C16H21N5O5S2 in a non-equilibrium geometry. Source: the Open Molecules 2025 dataset; level of theory: wB97M-V/def2-TZVPD.

Cartesian coordinates (Å):
C: 1.480 -1.993 1.640
O: 1.003 -3.203 1.066
C: 0.878 -4.241 1.892
O: 1.166 -4.219 3.057
C: 0.308 -5.466 1.207
S: 0.344 -5.362 -0.601
C: -0.904 -4.167 -0.781
N: -1.832 -3.896 0.100
N: -2.565 -2.889 -0.393
C: -2.089 -2.567 -1.565
C: -2.559 -1.405 -2.371
N: -2.040 -0.183 -1.779
C: -0.805 0.275 -2.085
O: -0.159 -0.147 -3.027
C: -0.299 1.366 -1.198
C: -0.492 1.333 0.181
C: 0.043 2.332 0.976
C: 0.762 3.356 0.389
S: 1.379 4.694 1.420
O: 1.536 4.204 2.755
O: 2.491 5.306 0.759
N: 0.135 5.808 1.438
C: -1.039 5.398 2.164
C: -0.100 6.478 0.186
C: 0.976 3.395 -0.976
C: 0.454 2.389 -1.770
N: -1.010 -3.352 -1.867
C: -0.172 -3.333 -3.033
H: 1.602 -1.292 0.818
H: 2.432 -2.165 2.145
H: 0.758 -1.614 2.366
H: 0.873 -6.349 1.501
H: -0.736 -5.579 1.508
H: -3.649 -1.364 -2.364
H: -2.188 -1.467 -3.396
H: -2.485 0.119 -0.927
H: -1.027 0.514 0.642
H: -0.067 2.321 2.049
H: -1.607 6.281 2.459
H: -1.687 4.740 1.569
H: -0.702 4.874 3.054
H: 0.871 6.685 -0.257
H: -0.618 7.420 0.372
H: -0.700 5.871 -0.505
H: 1.569 4.194 -1.390
H: 0.621 2.378 -2.836
H: 0.049 -2.301 -3.310
H: -0.665 -3.840 -3.865
H: 0.755 -3.855 -2.799

Computed properties:
- HOMO (eV) = -8.6397
- Kohn-Sham gap (eV) = 8.5625
- SMILES = COC(=O)CSc1nnc(CNC(=O)c2ccc(S(=O)(=O)N(C)C)cc2)n1C
- total charge = 0

Record 2
The molecule C16H21N7O3S2 in a non-equilibrium geometry. Source: the Open Molecules 2025 dataset; level of theory: wB97M-V/def2-TZVPD.

Cartesian coordinates (Å):
C: 4.287 3.316 2.359
C: 2.895 3.491 2.956
C: 1.786 2.944 2.060
C: 1.847 1.421 1.926
N: 0.746 0.930 1.138
C: 0.651 0.891 -0.204
S: 1.977 1.341 -1.235
C: 1.198 1.335 -2.887
C: 1.041 -0.053 -3.489
O: 1.743 -0.477 -4.377
N: 0.004 -0.742 -2.946
C: -0.336 -2.005 -3.326
N: -1.293 -2.666 -2.761
N: -1.468 -3.874 -3.288
C: -0.667 -4.158 -4.248
C: -0.668 -5.436 -4.990
S: 0.472 -2.858 -4.618
N: -0.528 0.441 -0.626
C: -1.222 0.165 0.502
C: -0.465 0.474 1.619
C: -0.956 0.269 2.948
O: -0.374 0.490 3.992
N: -2.258 -0.238 2.930
C: -2.845 -0.469 4.241
C: -3.034 -0.570 1.826
O: -4.151 -1.020 1.942
N: -2.469 -0.355 0.582
C: -3.187 -0.733 -0.620
H: 5.024 3.825 2.976
H: 4.564 2.267 2.303
H: 4.328 3.738 1.358
H: 2.846 2.997 3.928
H: 2.710 4.555 3.116
H: 1.859 3.396 1.067
H: 0.817 3.211 2.488
H: 2.776 1.115 1.438
H: 1.773 0.961 2.913
H: 0.234 1.833 -2.793
H: 1.876 1.918 -3.510
H: -0.470 -0.346 -2.108
H: -0.846 -5.256 -6.049
H: 0.296 -5.932 -4.889
H: -1.450 -6.078 -4.595
H: -2.828 0.459 4.811
H: -2.259 -1.216 4.777
H: -3.865 -0.816 4.103
H: -4.151 -1.134 -0.313
H: -3.333 0.143 -1.251
H: -2.626 -1.490 -1.174

Computed properties:
- HOMO (eV) = -8.3544
- Kohn-Sham gap (eV) = 8.7839
- SMILES = CCCCn1c(SCC(=O)Nc2nnc(C)s2)nc2c1c(=O)n(C)c(=O)n2C
- total charge = 0

Record 3
A structure of composition C16H22AlCaCl2F17O16PS in a non-equilibrium geometry. Source: the Open Molecules 2025 dataset; level of theory: wB97M-V/def2-TZVPD.

Cartesian coordinates (Å):
O: -2.368 -1.451 -3.456
C: -3.069 -0.661 -2.933
O: -4.248 -0.866 -2.329
C: -4.212 0.026 -1.200
C: -3.629 1.291 -1.825
C: -2.617 2.148 -1.017
F: -1.458 2.282 -1.664
F: -3.123 3.406 -0.931
C: -2.364 1.605 0.393
F: -1.734 0.432 0.285
F: -3.547 1.447 1.001
C: -1.578 2.578 1.340
F: -2.519 3.448 1.776
F: -0.654 3.317 0.753
C: -1.055 1.859 2.628
F: -1.713 0.764 2.896
F: -1.428 2.742 3.732
C: 0.488 1.704 2.812
F: 0.635 1.261 4.130
F: 1.058 2.899 2.831
C: 1.250 0.644 1.960
F: 0.480 -0.428 1.754
F: 2.256 0.225 2.726
C: 1.880 1.091 0.610
F: 2.537 0.028 0.178
F: 0.964 1.364 -0.334
C: 2.886 2.293 0.708
F: 3.818 2.187 -0.192
F: 3.469 2.374 1.894
F: 2.203 3.425 0.455
O: -2.833 0.684 -2.882
H: -5.253 0.148 -0.936
H: -3.653 -0.535 -0.471
H: -4.321 1.874 -2.411
C: -0.259 -0.174 7.650
O: -0.919 1.031 7.184
H: -0.872 -0.592 8.440
H: -0.157 -0.901 6.835
H: 0.715 0.100 8.051
H: -0.357 1.374 6.501
Ca: -0.990 2.939 5.592
C: 2.472 -0.204 -7.125
C: 3.553 0.780 -6.725
O: 3.065 2.119 -6.739
H: 2.095 0.028 -8.123
H: 2.856 -1.227 -7.121
H: 1.626 -0.150 -6.441
H: 4.389 0.736 -7.422
H: 3.930 0.550 -5.721
H: 2.335 2.169 -6.117
C: 4.253 -2.425 -9.717
O: 3.012 -3.051 -10.029
H: 4.993 -2.774 -10.433
H: 4.161 -1.338 -9.796
H: 4.573 -2.698 -8.708
H: 2.361 -2.740 -9.394
O: 5.159 -0.225 -1.787
S: 6.060 -0.172 -0.501
O: 5.195 -0.438 0.648
O: 6.609 1.190 -0.481
O: 7.081 -1.190 -0.698
O: 0.378 2.561 8.825
H: 0.687 2.933 9.659
Al: 5.299 0.648 -3.312
O: -7.283 -3.140 0.232
P: -7.053 -1.670 0.551
O: -7.430 -0.805 -0.647
O: -5.598 -1.441 0.927
O: -7.955 -1.315 1.728
O: -7.217 -5.964 1.947
H: -6.312 -6.085 2.243
H: -7.222 -5.074 1.572
C: 1.381 -3.849 7.207
Cl: 0.534 -4.077 8.739
Cl: 0.414 -2.904 6.062
H: 2.306 -3.319 7.395
H: 1.582 -4.818 6.769

Computed properties:
- HOMO (eV) = -5.6982
- Kohn-Sham gap (eV) = 3.4699
- total charge = -1

Record 4
A structure of composition C16H22AsClINOTeW. Source: the Open Molecules 2025 dataset; level of theory: wB97M-V/def2-TZVPD.

Cartesian coordinates (Å):
W: -0.101 -0.127 -0.254
Cl: 2.967 5.802 1.711
C: 2.619 4.282 1.000
C: 3.575 3.633 0.270
C: 3.324 2.370 -0.324
I: 4.804 1.428 -1.399
C: 2.090 1.800 -0.150
O: 1.687 0.597 -0.607
C: 1.098 2.457 0.583
N: -0.095 1.774 0.663
C: -1.077 2.361 1.383
C: -0.921 3.580 2.015
C: 0.276 4.267 1.918
C: 1.325 3.706 1.186
H: 4.546 4.093 0.146
H: -2.012 1.828 1.459
H: -1.752 3.983 2.575
H: 0.403 5.227 2.403
C: -1.125 -1.604 -3.765
As: 0.148 -0.513 -2.817
C: -0.011 1.257 -3.564
C: 1.895 -1.184 -3.269
H: -0.906 -1.514 -4.830
H: -2.131 -1.239 -3.566
H: -1.042 -2.648 -3.470
H: 0.390 1.238 -4.577
H: 0.554 1.977 -2.972
H: -1.063 1.537 -3.585
H: 2.026 -1.057 -4.345
H: 1.974 -2.242 -3.022
H: 2.650 -0.615 -2.730
C: 0.008 -3.413 -0.475
C: 1.010 -2.455 0.173
C: 2.129 -3.232 0.894
C: 0.347 -1.503 1.187
H: 0.531 -4.133 -1.105
H: -0.747 -2.913 -1.086
H: -0.529 -3.967 0.296
H: 1.550 -1.884 -0.620
H: 1.686 -3.835 1.686
H: 2.863 -2.560 1.336
H: 2.638 -3.893 0.194
H: 1.085 -1.023 1.841
H: -0.461 -1.950 1.759
Te: -2.541 -0.191 -0.487

Computed properties:
- HOMO (spin up / spin down) (eV) = -14.4645 / -14.4640
- Kohn-Sham gap (spin up / spin down) (eV) = 6.2669 / 6.2599
- total charge = +2

Record 5
A structure of composition C16H22AsI2N2O6SSiTa in a non-equilibrium geometry. Source: the Open Molecules 2025 dataset; level of theory: wB97M-V/def2-TZVPD.

Cartesian coordinates (Å):
Ta: 0.044 -0.422 -0.022
O: -0.224 1.686 -1.514
As: -1.749 0.877 -1.970
O: -2.912 1.908 -2.362
O: -1.756 0.143 -0.330
C: -1.404 -0.439 -3.340
C: -2.236 -0.215 -4.418
C: -2.157 -1.036 -5.555
C: -1.264 -2.076 -5.621
C: -0.405 -2.334 -4.547
C: -0.482 -1.525 -3.436
S: 0.555 -1.903 -2.114
O: 1.552 -2.863 -2.343
O: -0.407 -2.151 -0.939
O: 1.066 -0.492 -1.671
H: -0.096 2.551 -1.926
H: -2.949 0.599 -4.380
H: -2.813 -0.839 -6.393
H: -1.219 -2.701 -6.502
H: 0.311 -3.145 -4.586
I: 0.292 1.619 1.910
C: -1.439 2.801 2.304
I: -3.347 1.959 2.169
H: -1.339 3.639 1.627
H: -1.226 3.071 3.330
C: -2.995 -2.098 1.828
C: -1.577 -2.490 2.095
C: -1.254 -3.623 2.814
C: 0.078 -3.952 3.042
C: 1.102 -3.161 2.544
C: 0.726 -2.036 1.847
N: -0.577 -1.685 1.668
N: 1.517 -1.131 1.114
Si: 3.313 -0.809 1.367
C: 3.569 0.840 0.562
C: 4.239 -2.131 0.498
C: 3.569 -0.692 3.178
H: -3.413 -1.620 2.717
H: -3.593 -2.983 1.617
H: -3.078 -1.399 1.001
H: -2.050 -4.252 3.188
H: 0.323 -4.849 3.596
H: 2.142 -3.429 2.657
H: 2.943 1.027 -0.317
H: 4.601 0.900 0.204
H: 3.428 1.665 1.263
H: 3.797 -2.336 -0.480
H: 4.268 -3.069 1.058
H: 5.273 -1.816 0.339
H: 2.933 0.087 3.603
H: 4.609 -0.414 3.376
H: 3.380 -1.621 3.717

Computed properties:
- HOMO (eV) = -14.7568
- Kohn-Sham gap (eV) = 7.1264
- total charge = +2

Record 6
A structure of composition C16H22B2F4N5O6Re in a non-equilibrium geometry. Source: the Open Molecules 2025 dataset; level of theory: wB97M-V/def2-TZVPD.

Cartesian coordinates (Å):
Re: 0.259 -0.050 -0.239
C: 2.450 -1.454 3.111
C: 1.543 -1.297 1.969
N: 1.005 -0.130 1.638
O: 1.175 0.965 2.352
B: 1.236 2.248 1.492
F: 1.962 1.860 0.347
F: 1.707 3.247 2.189
O: -0.174 2.570 0.956
N: -0.562 1.780 -0.040
C: -1.373 2.196 -0.993
C: -1.898 3.562 -1.048
C: -1.673 1.170 -1.992
N: -0.962 0.087 -1.785
O: -0.943 -0.992 -2.528
B: -1.211 -2.312 -1.693
F: -1.608 -3.241 -2.518
F: -2.078 -1.855 -0.719
O: 0.042 -2.782 -0.927
N: 0.464 -2.010 0.049
C: 1.211 -2.392 1.058
C: 1.743 -3.756 1.207
C: -2.600 1.329 -3.115
H: 2.631 -0.504 3.616
H: 3.405 -1.880 2.790
H: 2.049 -2.164 3.840
H: -1.480 4.173 -0.250
H: -2.989 3.560 -0.959
H: -1.671 4.027 -2.009
H: 1.234 -4.441 0.533
H: 1.674 -4.115 2.233
H: 2.807 -3.771 0.955
H: -2.976 2.341 -3.217
H: -3.443 0.639 -3.002
H: -2.132 1.003 -4.047
C: -3.584 -0.627 3.435
C: -3.074 -1.752 2.817
C: -1.895 -1.673 2.056
C: -1.391 -0.422 1.940
C: -1.775 0.705 2.580
C: -2.967 0.601 3.315
H: -4.452 -0.721 4.084
H: -3.534 -2.726 2.928
H: -1.510 -2.574 1.608
H: -1.251 1.648 2.584
H: -3.340 1.492 3.803
N: 3.481 1.343 -4.109
C: 3.542 0.379 -2.992
C: 2.168 0.425 -2.297
O: 1.383 1.310 -2.606
O: 1.939 -0.467 -1.429
H: 3.373 0.884 -5.025
H: 4.298 1.968 -4.156
H: 2.615 1.906 -3.908
H: 4.286 0.680 -2.250
H: 3.773 -0.635 -3.322

Computed properties:
- HOMO (spin up / spin down) (eV) = -18.5989 / -18.8467
- Kohn-Sham gap (spin up / spin down) (eV) = 5.6836 / 5.9707
- multiplicity = 2
- total charge = +3

Record 7
A structure of composition C16H22BF2IrN2O2Se2. Source: the Open Molecules 2025 dataset; level of theory: wB97M-V/def2-TZVPD.

Cartesian coordinates (Å):
Ir: -0.618 -0.071 -0.296
C: 1.968 -3.804 0.840
C: 1.575 -2.364 0.655
O: 0.746 -2.039 -0.425
C: 1.999 -1.421 1.493
C: 1.745 0.016 1.617
C: 2.625 0.773 2.568
N: 0.787 0.606 0.994
N: 0.639 1.966 1.293
C: -0.424 2.453 0.743
O: -1.252 1.755 -0.004
C: -0.762 3.879 0.968
C: -0.075 4.611 1.934
C: -0.389 5.942 2.145
C: -1.385 6.552 1.394
C: -2.067 5.829 0.427
C: -1.758 4.494 0.216
H: 1.285 -4.496 0.362
H: 1.981 -4.028 1.904
H: 2.965 -3.990 0.440
H: 2.667 -1.803 2.253
H: 3.339 0.109 3.047
H: 2.019 1.271 3.324
H: 3.163 1.558 2.037
H: 0.702 4.129 2.510
H: 0.144 6.507 2.898
H: -1.628 7.593 1.562
H: -2.837 6.305 -0.165
H: -2.279 3.931 -0.543
C: -2.775 -0.041 2.405
Se: -2.060 -1.455 1.291
C: -3.589 -1.763 0.122
C: -3.901 -0.613 -0.804
Se: -2.404 -0.280 -2.013
C: -2.908 1.528 -2.475
H: -3.624 -0.421 2.967
H: -3.045 0.817 1.795
H: -1.974 0.240 3.086
H: -4.444 -2.007 0.751
H: -3.319 -2.661 -0.437
H: -4.092 0.316 -0.268
H: -4.776 -0.851 -1.409
H: -3.845 1.472 -3.024
H: -2.125 1.931 -3.112
H: -2.998 2.119 -1.573
F: 1.270 -3.882 -1.841
B: 0.567 -2.808 -1.567
F: -0.334 -2.403 -2.433

Computed properties:
- HOMO (spin up / spin down) (eV) = -10.3891 / -11.1902
- Kohn-Sham gap (spin up / spin down) (eV) = 7.2470 / 7.5362
- multiplicity = 2
- total charge = +1

Record 8
A structure of composition C16H22Br2NOP2V in a non-equilibrium geometry. Source: the Open Molecules 2025 dataset; level of theory: wB97M-V/def2-TZVPD.

Cartesian coordinates (Å):
V: -0.204 -0.263 0.105
C: -1.056 -3.959 0.444
P: -0.465 -2.521 -0.502
C: -1.579 -2.480 -1.962
C: 1.093 -3.176 -1.268
C: 1.914 -2.032 -1.862
P: 1.952 -0.602 -0.688
C: 3.055 0.573 -1.545
C: 2.964 -1.230 0.691
H: -1.033 -4.856 -0.173
H: -2.071 -3.781 0.797
H: -0.412 -4.091 1.313
H: -1.681 -3.478 -2.388
H: -1.176 -1.811 -2.725
H: -2.563 -2.118 -1.666
H: 0.832 -3.915 -2.028
H: 1.663 -3.687 -0.488
H: 1.451 -1.674 -2.787
H: 2.932 -2.348 -2.102
H: 3.989 0.079 -1.811
H: 3.266 1.423 -0.897
H: 2.576 0.937 -2.454
H: 3.887 -1.682 0.327
H: 2.383 -1.961 1.253
H: 3.194 -0.408 1.368
C: -0.801 1.878 -2.248
C: -1.079 2.384 -0.861
C: -1.752 3.590 -0.616
C: -2.034 3.977 0.670
C: -1.652 3.159 1.752
C: -1.881 3.409 3.123
Br: -2.808 4.966 3.667
C: -1.440 2.531 4.078
C: -0.762 1.354 3.728
Br: -0.158 0.183 5.075
C: -0.526 1.030 2.404
O: 0.065 -0.065 1.960
C: -0.967 1.971 1.431
N: -0.682 1.608 0.144
H: -0.747 2.692 -2.967
H: -1.604 1.209 -2.572
H: 0.144 1.328 -2.256
H: -2.050 4.208 -1.451
H: -2.553 4.907 0.864
H: -1.624 2.742 5.122

Computed properties:
- HOMO (spin up / spin down) (eV) = -10.6643 / -10.2634
- Kohn-Sham gap (spin up / spin down) (eV) = 7.2370 / 6.7641
- multiplicity = 2
- total charge = +1

Record 9
A cluster of 8 separate species, C16H22Cl12N2 in total in a non-equilibrium geometry. Source: the Open Molecules 2025 dataset; level of theory: wB97M-V/def2-TZVPD.

Cartesian coordinates (Å):
N: -3.820 -17.714 -3.511
C: -3.111 -18.775 -3.784
C: -2.402 -18.882 -5.051
C: -2.440 -17.825 -5.905
C: -3.305 -16.737 -5.594
C: -3.957 -16.664 -4.395
H: -3.201 -19.552 -3.038
H: -1.904 -19.777 -5.394
H: -1.835 -17.768 -6.798
H: -3.274 -15.907 -6.284
H: -4.546 -15.825 -4.055
N: -1.429 -22.019 -8.633
C: -2.685 -21.508 -8.647
C: -3.079 -20.247 -8.969
C: -2.053 -19.333 -9.202
C: -0.724 -19.747 -9.161
C: -0.442 -21.083 -8.773
H: -3.404 -22.291 -8.457
H: -4.118 -19.957 -8.911
H: -2.255 -18.378 -9.664
H: 0.177 -19.160 -9.263
H: 0.585 -21.417 -8.756
C: 1.000 -24.057 -6.744
Cl: 0.689 -25.760 -6.521
Cl: 1.054 -23.089 -5.239
H: 1.937 -23.909 -7.281
H: 0.167 -23.748 -7.374
C: -0.062 -23.970 -11.124
Cl: 1.612 -23.982 -10.431
Cl: -0.099 -25.236 -12.292
H: -0.781 -24.161 -10.327
H: -0.086 -23.008 -11.636
C: -1.278 -14.845 -9.702
Cl: -0.164 -15.958 -8.834
Cl: -2.292 -15.805 -10.796
H: -1.824 -14.142 -9.072
H: -0.649 -14.290 -10.398
C: 1.298 -18.770 -12.200
Cl: 1.794 -20.320 -11.581
Cl: 2.107 -17.563 -11.215
H: 1.660 -18.680 -13.225
H: 0.210 -18.720 -12.179
C: -7.284 -21.840 -9.572
Cl: -8.200 -22.152 -11.113
Cl: -5.837 -22.926 -9.427
H: -6.943 -20.806 -9.529
H: -7.970 -22.077 -8.760
C: -4.093 -26.471 -8.013
Cl: -5.428 -25.912 -6.998
Cl: -3.293 -25.205 -8.968
H: -3.303 -26.781 -7.329
H: -4.373 -27.266 -8.704

Computed properties:
- HOMO (spin up / spin down) (eV) = -12.2306 / -12.2306
- Kohn-Sham gap (spin up / spin down) (eV) = 7.4335 / 3.4536
- multiplicity = 2
- total charge = +1